Record 1
38
Properties=species:S:1:pos:R:3:forces:R:3 method="wB97M-V/def2-TZVPD" orbital_gap_ev=7.0 homo_ev=-8.383 fmax_ev_per_a=0.24 lumo_ev=-1.423 energy_ha=-1924.8722
Ir 0.27388 -0.50425 -0.70789 -0.07 0.06 0.03
C 4.59870 -0.75711 -1.08440 -0.02 0.01 0.00
C 4.98727 0.48419 -0.60793 0.00 -0.02 -0.01
C 4.02173 1.38055 -0.18576 -0.02 0.02 -0.05
C 2.68412 1.02285 -0.24890 -0.03 -0.07 0.06
N 2.31903 -0.19351 -0.71369 0.04 0.03 0.10
C 3.25137 -1.05997 -1.11886 0.02 0.04 -0.07
C 1.56091 1.83935 0.24144 0.00 0.02 0.04
C 1.69051 3.15959 0.65877 0.02 -0.02 0.04
C 0.60104 3.81779 1.20525 -0.02 -0.01 -0.01
C -0.61272 3.15552 1.34652 0.02 -0.01 0.02
C -0.75694 1.84765 0.90474 0.00 0.02 0.03
C 0.31849 1.18309 0.32061 0.13 0.04 -0.17
H 5.31806 -1.49051 -1.41705 0.01 0.00 0.00
H 6.03460 0.75020 -0.55676 0.00 0.00 0.00
H 4.30063 2.34717 0.20628 0.00 0.00 0.01
H 2.89135 -2.01511 -1.47272 -0.02 -0.01 0.03
H 2.63489 3.67974 0.56125 0.01 0.00 0.02
H 0.69893 4.84503 1.52993 0.00 0.00 0.01
H -1.45482 3.66512 1.79689 0.00 0.00 0.00
H -1.71028 1.34863 1.02031 0.00 0.03 -0.02
N -4.65494 -1.96530 0.74498 0.02 0.03 0.06
C -3.92797 -1.19966 -0.10036 -0.06 -0.03 -0.03
C -2.52335 -1.19333 0.03873 0.03 -0.02 0.06
N -1.76649 -0.52082 -0.79598 -0.18 -0.04 -0.06
C -2.37081 0.22889 -1.75057 -0.05 -0.08 -0.02
C -3.74176 0.24995 -1.82673 0.02 0.00 0.01
N -4.53452 -0.46234 -1.02159 0.02 -0.02 0.01
H -4.17160 -2.69975 1.24080 -0.02 -0.05 -0.07
H -5.62710 -2.09935 0.52790 0.00 0.00 -0.01
H -2.05456 -1.78193 0.80397 0.05 0.06 0.10
H -1.74162 0.78242 -2.43200 0.00 0.00 0.01
H -4.23093 0.85468 -2.57991 0.00 0.01 0.00
O -1.96861 -3.93184 0.66083 0.05 0.10 -0.04
S -0.63899 -3.89793 1.24030 -0.09 -0.02 -0.22
O 0.19810 -5.02733 0.93899 0.04 0.00 0.05
O -0.56895 -3.33718 2.56112 -0.06 0.10 0.11
S 0.67331 -2.50522 0.07150 0.17 -0.17 -0.01

Record 2
35
Properties=species:S:1:pos:R:3:forces:R:3 method="wB97M-V/def2-TZVPD" orbital_gap_ev=7.7 homo_ev=-8.145 fmax_ev_per_a=0.83 lumo_ev=-0.400 energy_ha=-1367.5724
C -5.94978 -0.96829 0.05286 -0.51 0.19 -0.07
H -5.99710 -0.62802 -0.98290 -0.01 -0.04 0.11
O -4.78950 -1.73380 0.29894 0.38 -0.07 0.00
C -3.54673 -1.21117 0.18496 0.24 -0.02 0.02
C -2.52382 -2.09739 0.52991 -0.24 0.17 -0.06
C -1.19811 -1.73734 0.48329 0.10 0.24 -0.02
C -0.84453 -0.44696 0.08800 -0.56 -0.18 0.00
C -1.85548 0.43609 -0.29423 0.03 -0.08 -0.01
C -3.19463 0.08757 -0.24508 -0.13 0.00 0.00
O -4.19300 0.95232 -0.60135 0.02 -0.47 0.10
C -3.85335 2.28178 -0.92624 0.06 0.24 -0.03
H -4.80433 2.79528 -1.05984 0.10 0.02 -0.01
H -3.28254 2.33412 -1.85849 0.00 0.00 0.04
H -3.28635 2.76365 -0.12474 0.01 -0.02 -0.03
H -1.58194 1.40849 -0.66326 -0.12 0.08 -0.01
C 0.55923 -0.06517 0.07791 0.47 0.58 0.07
C 1.02686 1.23773 0.20313 0.30 -0.76 -0.12
C 0.19857 2.35036 0.43912 -0.22 0.51 0.18
N -0.44186 3.27929 0.65404 -0.19 0.19 0.00
C 2.44861 1.52966 0.17636 0.17 -0.21 -0.10
O 2.98640 2.61004 0.27313 -0.04 0.12 0.07
N 3.23713 0.37465 0.01669 -0.33 0.02 -0.11
C 2.68652 -0.85470 -0.07094 0.08 0.15 -0.02
N 1.42570 -1.10510 -0.04638 -0.04 -0.49 -0.07
S 3.88371 -2.11057 -0.23745 0.27 0.08 0.05
C 5.19700 -0.86286 -0.54064 -0.29 -0.37 -0.15
C 4.68236 0.43891 0.05564 0.41 0.31 0.17
H 5.00261 0.55898 1.09763 -0.02 0.00 -0.15
H 5.01345 1.31568 -0.50632 -0.02 -0.14 0.12
H 5.33894 -0.79533 -1.61945 0.04 0.07 0.09
H 6.11648 -1.20372 -0.07334 0.00 0.07 0.00
H -0.42537 -2.43418 0.76253 0.03 -0.09 0.01
H -2.81862 -3.08551 0.84572 -0.05 -0.11 0.04
H -6.01241 -0.10636 0.71958 -0.01 -0.07 -0.06
H -6.78049 -1.64481 0.25322 0.05 0.06 -0.01

Record 3
56
Properties=species:S:1:pos:R:3:forces:R:3 method="wB97M-V/def2-TZVPD" orbital_gap_ev=6.2 homo_ev=-2.989 fmax_ev_per_a=0.80 lumo_ev=3.175 energy_ha=-4635.1421 charge=-2
Cd -1.05862 1.65589 -1.66327 -0.36 -0.03 0.21
C -2.38315 -0.18614 2.28514 -0.06 -0.06 -0.09
C -2.78028 1.20715 1.81917 -0.16 0.15 -0.17
O -3.61257 1.84871 2.82520 0.24 -0.06 0.05
P -1.32045 2.30445 1.61880 0.12 0.09 0.16
O -1.33676 3.15040 2.96985 -0.02 -0.03 0.03
O -0.00572 1.43611 1.81097 -0.22 0.33 0.26
O -1.31066 3.11755 0.37540 0.00 -0.32 0.18
P -3.80128 1.10581 0.25296 -0.07 0.01 0.13
O -4.16087 2.65635 -0.01323 0.10 -0.07 -0.08
O -5.04790 0.43443 0.70559 -0.01 0.04 -0.01
O -2.92492 0.55056 -0.83744 -0.17 0.21 0.18
H -1.76466 -0.14471 3.18323 0.01 0.01 0.01
H -1.83422 -0.70383 1.49432 0.02 0.04 0.06
H -3.29671 -0.74283 2.49428 -0.01 -0.01 -0.02
H -4.52121 1.79391 2.49510 -0.04 -0.09 -0.05
H -2.23627 3.07280 3.34233 0.03 0.00 -0.09
H 0.22030 0.95892 0.97966 0.11 -0.14 -0.11
H -3.41880 3.13777 -0.41714 -0.05 -0.02 0.02
F 2.26642 0.03636 -5.48743 0.12 -0.06 0.06
C 1.36644 0.03651 -4.49571 -0.22 0.11 -0.11
F 0.79292 -1.17006 -4.44783 0.14 -0.08 0.00
F 1.99750 0.25839 -3.35358 0.01 -0.04 0.10
S 0.04623 1.28085 -4.87250 -0.28 0.01 -0.16
O -1.03063 0.93746 -3.95861 0.71 0.23 -0.28
O -0.18876 1.03695 -6.26421 -0.11 0.05 0.04
N 0.68796 2.70306 -4.71700 0.04 -0.09 0.24
S 1.16705 3.52175 -3.45353 -0.16 -0.32 0.09
O 0.75522 4.88485 -3.51004 -0.03 -0.02 -0.02
O 1.11343 2.80777 -2.19060 0.07 0.24 -0.53
C 2.96602 3.63927 -3.82419 -0.10 -0.06 -0.01
F 3.57777 4.30702 -2.84216 0.09 0.05 0.07
F 3.16278 4.30283 -4.96515 0.09 0.05 -0.07
F 3.54289 2.44209 -3.93499 0.08 -0.05 -0.01
C 1.67899 -6.08553 5.31995 0.08 -0.05 -0.03
C 1.67356 -5.91306 3.82308 0.17 0.07 -0.05
O 0.76350 -6.22901 3.11688 -0.11 0.08 -0.01
S 3.20079 -5.13971 3.17658 -0.18 0.12 0.08
C 2.49646 -3.88631 2.11776 -0.03 -0.13 0.06
C 2.63682 -2.55550 2.50508 -0.04 0.00 -0.10
C 2.06389 -1.54828 1.74613 0.00 -0.04 0.01
C 1.32257 -1.85202 0.59607 -0.06 0.09 0.07
C 1.20140 -3.19368 0.21863 0.01 -0.04 -0.04
C 1.78890 -4.20433 0.96435 0.01 0.07 -0.04
C 0.67756 -0.80709 -0.14600 0.13 -0.06 -0.08
C 0.12598 0.08918 -0.76336 0.27 -0.30 0.10
H 0.91124 -6.79251 5.63007 0.02 0.00 -0.06
H 1.47101 -5.10720 5.75756 0.03 -0.01 0.01
H 2.66519 -6.39664 5.66574 -0.01 0.00 0.02
H 3.19028 -2.31731 3.40519 -0.04 0.01 -0.01
H 2.15958 -0.51336 2.04993 0.00 -0.03 0.00
H 0.63125 -3.43150 -0.67025 0.01 -0.01 0.03
H 1.67999 -5.23857 0.66811 0.00 0.02 0.00
S -3.41145 5.70110 -3.19949 -0.08 0.11 -0.03
C -2.57815 4.35549 -2.82345 0.12 -0.16 0.00
N -1.97784 3.38739 -2.56196 -0.23 0.20 0.02

Record 4
44
Properties=species:S:1:pos:R:3:forces:R:3 method="wB97M-V/def2-TZVPD" orbital_gap_ev="6.1 / 6.2" homo_ev="-1.878 / -2.032" fmax_ev_per_a=0.63 lumo_ev="4.189 / 4.189" multiplicity=2 energy_ha=-4872.0257 charge=-2
Co 0.80113 2.91767 -0.33764 -0.12 0.46 0.42
S 6.83455 3.10546 3.67877 -0.08 0.07 -0.05
C 5.42490 3.11471 2.77796 0.10 -0.19 0.07
S 3.85304 3.14410 3.45004 -0.05 0.06 0.12
C 2.92597 3.09005 1.97463 -0.14 0.04 -0.07
C 3.65280 3.03071 0.83718 0.00 -0.02 -0.19
S 3.00621 2.95252 -0.78342 0.18 0.11 0.22
S 5.38425 3.02368 1.06808 0.05 0.07 -0.08
S 1.18290 3.11633 2.00912 0.21 -0.24 -0.07
N -1.20323 2.89218 0.12068 0.16 0.02 0.12
C -1.87257 1.63310 0.16799 -0.07 0.00 0.01
C -1.71229 0.80265 1.26781 0.03 -0.02 -0.03
C -2.24212 -0.48108 1.24385 -0.02 -0.02 0.02
C -2.93734 -0.94113 0.13381 0.08 0.11 0.02
C -3.11927 -0.08949 -0.94829 -0.02 -0.07 -0.04
C -2.59381 1.19152 -0.93268 0.01 0.03 -0.02
S -3.56759 -2.61591 0.06952 -0.02 0.03 -0.02
O -4.97871 -2.50951 0.40059 -0.04 -0.01 -0.01
O -2.77369 -3.33844 1.05911 -0.01 -0.03 0.02
O -3.31037 -3.03538 -1.30630 0.03 -0.02 -0.02
H -1.58000 3.53899 -0.56227 -0.15 -0.04 0.02
H -1.15953 3.35053 1.02335 -0.21 0.05 0.02
H -1.11725 1.14501 2.10743 0.00 -0.01 0.01
H -2.09457 -1.15145 2.08118 -0.01 -0.01 -0.01
H -3.64716 -0.45369 -1.82068 -0.01 -0.01 0.02
H -2.69793 1.83853 -1.79694 0.00 0.00 0.01
N -0.13375 5.48676 -1.84276 -0.04 -0.03 -0.01
C 0.31705 4.52106 -1.38339 0.20 -0.24 -0.29
N 0.61528 0.99611 -1.12777 0.20 -0.02 -0.29
C 0.66653 -0.15467 -1.09835 -0.32 -0.08 0.09
N 0.62406 -1.46869 -0.97641 0.03 0.06 -0.04
C 1.13872 -2.06677 0.26112 0.03 -0.01 -0.06
C 0.46941 -3.41481 0.44447 -0.03 0.01 0.05
O 0.69330 -4.23042 -0.70072 0.01 0.01 -0.11
C 0.04306 -3.65431 -1.82825 0.03 -0.07 0.01
C 0.67383 -2.31608 -2.16872 0.02 0.02 0.07
H 0.91290 -1.39450 1.08836 -0.04 -0.01 0.00
H 2.22641 -2.18668 0.18853 0.01 0.00 0.01
H -0.60687 -3.29519 0.61127 0.04 -0.01 0.04
H 0.91238 -3.93290 1.29548 -0.01 -0.01 -0.01
H -1.02728 -3.53348 -1.63460 -0.04 0.04 0.04
H 0.17761 -4.34595 -2.66083 0.02 -0.01 0.01
H 0.12252 -1.82418 -2.96916 -0.02 0.01 0.00
H 1.71653 -2.45696 -2.48119 -0.01 -0.01 -0.02

Record 5
51
Properties=species:S:1:pos:R:3:forces:R:3 method="wB97M-V/def2-TZVPD" orbital_gap_ev=10.3 homo_ev=-10.231 fmax_ev_per_a=6.43 lumo_ev=0.055 energy_ha=-2588.1864
N 7.36235 4.44212 0.42155 -2.67 -5.63 -1.58
C 6.79376 3.44259 0.02250 0.38 3.49 -1.59
O 5.94784 2.62870 -0.80418 1.74 1.98 3.06
C 4.60496 2.82341 -0.26480 -2.02 0.76 1.59
C 3.47327 3.52963 -1.17227 -0.20 -2.38 -0.29
N 2.32306 3.56264 -0.17190 1.73 0.66 1.57
C 2.45673 2.41616 0.79242 -0.02 -0.64 0.95
O 1.77336 2.17584 1.81788 2.47 1.29 -4.20
C 3.74170 1.56898 0.23781 -0.66 0.03 -0.39
H 4.71602 3.47610 0.68538 -0.14 -0.84 -1.60
H 3.06660 2.73964 -1.91764 1.26 1.52 0.60
H 3.72356 4.52252 -1.69546 -0.54 -1.52 1.18
H 2.57629 4.45037 0.32006 -1.38 -0.88 0.18
H 4.18828 0.85943 1.01937 -0.66 1.31 -1.13
H 3.38963 0.97473 -0.69550 0.61 0.77 1.60
C -2.24017 -0.57634 -2.29287 -0.79 -0.27 -0.02
C -0.78000 -1.07665 -2.32925 -0.49 -0.06 -0.93
C 0.20298 -0.32749 -1.43097 0.65 -0.16 0.58
F 0.30600 0.97835 -1.73677 0.03 -0.02 -0.05
F 1.45272 -0.84616 -1.56200 -0.12 -0.24 -0.12
F -0.35348 -1.09644 -3.61622 0.14 0.16 0.26
F -0.79889 -2.38048 -1.92600 0.06 0.33 0.40
O -2.64693 0.32626 -3.33273 1.16 0.95 0.35
C -2.34374 1.69560 -3.15429 -1.08 -1.33 0.85
C -1.33051 2.22072 -4.18216 0.41 0.24 -0.54
F -0.18087 1.51317 -4.16164 -0.28 -0.03 0.03
F -1.00266 3.50973 -3.91771 -0.33 -0.13 0.21
F -1.96127 1.90785 -1.87975 0.08 0.45 -0.34
F -3.51446 2.35888 -3.30385 0.41 0.09 -0.38
H -2.86705 -1.45923 -2.45087 0.25 0.08 -0.16
H -2.52815 -0.20996 -1.30362 0.30 0.10 -0.11
H -0.08285 -0.41616 -0.37940 -0.16 -0.09 -0.03
H -1.74119 2.16746 -5.19292 -0.20 -0.06 0.11
C -2.97400 -1.89491 3.42540 -0.72 0.45 0.05
C -1.94660 -2.56860 4.36078 -0.84 -0.62 -0.13
C -0.47813 -2.41846 3.96323 0.90 0.10 0.40
F -0.20317 -2.94866 2.75724 -0.12 0.00 0.01
F 0.31831 -3.06555 4.85189 -0.33 0.05 0.15
F -2.28188 -3.87285 4.51451 0.27 0.16 -0.10
F -2.10215 -1.99757 5.59228 0.32 0.26 -0.30
O -3.60972 -2.72219 2.43811 1.40 -0.42 -0.59
C -2.90765 -2.94459 1.23212 -0.83 1.33 1.07
C -2.49094 -4.41164 1.04712 0.18 -0.79 -0.09
F -1.74084 -4.85339 2.07778 -0.25 0.22 -0.04
F -1.74465 -4.56387 -0.07282 -0.21 0.41 -0.01
F -1.87129 -2.08430 1.15267 0.07 -0.32 -0.46
F -3.75707 -2.58974 0.23704 0.17 -0.49 -0.01
H -3.79942 -1.57254 4.06738 0.13 -0.29 -0.01
H -2.58885 -0.96961 2.98798 0.21 -0.26 0.00
H -0.18007 -1.36646 3.95665 -0.17 0.07 0.02
H -3.36878 -5.05700 0.96843 -0.14 0.22 0.00

Record 6
39
Properties=species:S:1:pos:R:3:forces:R:3 method="wB97M-V/def2-TZVPD" orbital_gap_ev=8.2 homo_ev=-8.542 fmax_ev_per_a=1.34 lumo_ev=-0.321 energy_ha=-1990.7477
O -0.94609 -1.90447 0.28974 0.26 -0.18 0.14
C -1.62026 -1.27499 -0.50188 0.15 -0.20 -0.38
N -2.81146 -0.73442 -0.16022 -0.46 0.05 0.27
C -3.67182 0.08302 -0.98552 0.00 0.29 -0.27
H -3.36232 0.03936 -2.02862 -0.06 -0.10 0.04
C -3.66637 1.53819 -0.52437 -0.22 -0.08 0.42
H -4.30269 2.14503 -1.16459 -0.01 0.05 -0.06
H -2.65555 1.94693 -0.52511 -0.04 -0.03 -0.12
S -4.34561 1.67637 1.15800 0.15 0.04 -0.02
C -3.18485 0.50245 1.92586 -0.36 0.17 -0.28
C -3.24811 -0.84407 1.21969 0.23 -0.18 0.41
H -2.58681 -1.55830 1.71609 -0.15 0.07 -0.10
H -4.27520 -1.22332 1.23861 0.07 0.03 0.01
H -3.48378 0.40872 2.96758 0.04 0.00 0.05
H -2.18150 0.92692 1.86962 0.06 -0.09 0.09
H -4.69278 -0.31053 -0.90655 0.10 0.04 -0.11
C -1.13976 -1.08607 -1.93397 0.29 0.32 0.02
H -1.87989 -1.39168 -2.67089 0.00 0.03 -0.03
H -0.21828 -1.65378 -2.05429 -0.22 -0.04 0.02
S -0.75454 0.66980 -2.26855 -0.43 -0.17 -0.41
C 0.68363 0.83693 -1.30269 0.41 0.16 0.26
N 1.32138 -0.26395 -0.96125 0.25 -0.31 0.04
C 2.39926 -0.15023 -0.19354 -0.27 0.66 -0.13
C 2.85051 1.11778 0.22216 -0.23 -0.15 -0.18
C 2.11606 2.19504 -0.23377 0.13 -0.39 0.08
N 1.03304 2.07850 -0.98915 -0.21 0.20 -0.11
C 2.50231 3.61804 0.10474 0.18 0.56 0.17
F 1.48408 4.31227 0.62151 -0.18 -0.17 -0.04
F 2.93151 4.28911 -0.97242 -0.07 -0.16 -0.21
F 3.49813 3.66944 1.00504 0.11 -0.26 0.10
H 3.71536 1.24192 0.84851 0.10 0.04 0.07
C 3.06651 -1.36812 0.18327 1.05 -0.01 0.83
C 4.13886 -1.59501 1.02277 -0.74 0.33 -0.57
C 4.33787 -2.98594 1.03306 -0.35 -0.46 -0.34
C 3.38083 -3.50383 0.20302 0.83 -0.28 0.63
O 2.62082 -2.54231 -0.30829 -0.48 0.26 -0.34
H 3.16166 -4.51382 -0.08419 -0.12 -0.07 -0.10
H 5.08299 -3.52819 1.57749 0.12 -0.18 0.08
H 4.70283 -0.86279 1.56309 0.08 0.21 0.09